1.
Molecular formula: C4H16N2O
Method: DFT, ωB97M-V/def2-TZVPD

Last column: Mulliken charge in e.
Atoms and positions in Å:
C (-0.8397, 0.6744, -1.6179)  -1.412
C (-0.5979, -0.1404, -0.3191)  -0.109
C (0.4263, 0.7220, 0.4820)  -0.863
C (1.7257, 0.8558, -0.1739)  -0.488
N (2.7766, 1.3240, 0.7168)  -0.459
N (-1.7769, -0.5788, 0.3281)  -0.258
H (-1.4907, 1.4578, -1.1514)  0.482
H (-1.2109, 0.2764, -2.4563)  0.468
H (0.1249, 1.0653, -2.0411)  0.226
H (-0.1779, -1.0136, -0.6819)  0.327
H (0.2132, 1.7538, 0.6631)  0.437
H (0.5983, 0.3797, 1.4635)  0.566
H (1.8610, 1.4560, -1.1418)  0.376
H (2.0505, -0.1855, -0.2671)  0.281
H (2.9119, 2.2483, 1.2707)  0.397
H (3.6150, 1.4695, 0.0849)  0.417
H (3.1336, 0.7554, 1.5421)  0.415
H (-2.5953, -0.2798, -0.2392)  0.386
H (-1.6644, -1.6250, 0.5633)  0.394
H (-2.1045, -0.2209, 1.2253)  0.385
H (-2.2970, -4.0160, 1.1689)  0.393
H (-2.3668, -3.3926, -0.1447)  0.352
O (-2.3150, -2.9857, 0.7257)  -0.715

E: -9416.59219 eV
ΔE to the lowest compared entry with this formula, charge and spin: 2.718 eV
Charge: +2
Max |F|: 6.40 eV/A
Frontier orbital gap: 0.4684 Ha

---

2.
Molecular formula: C24H48N2O7S
Method: DFT, ωB97M-V/def2-TZVPD

Last column: Mulliken charge in e.
Atoms and positions in Å:
C (-14.7983, -9.1400, 8.1338)  -0.877
C (-13.8886, -8.1479, 7.6070)  0.458
N (-13.1294, -7.3995, 7.1793)  -0.365
H (-15.7365, -8.7730, 8.5485)  0.360
H (-14.3577, -9.6305, 9.0055)  0.258
H (-14.9731, -9.9018, 7.3783)  0.200
C (-11.1819, -7.6928, 4.5222)  0.637
C (-10.3339, -6.6510, 5.0950)  0.056
N (-9.6469, -5.8356, 5.5227)  -0.275
H (-12.2356, -7.4490, 4.6382)  0.349
H (-11.0678, -8.6146, 5.0992)  -0.362
H (-10.8654, -7.9149, 3.5081)  -0.299
C (-4.2499, -5.5859, 6.5577)  -1.026
S (-5.2869, -6.5876, 5.4328)  0.608
O (-4.5862, -7.8904, 5.1628)  -0.668
C (-6.5532, -6.9474, 6.6583)  -0.286
H (-3.3980, -5.1648, 6.0308)  0.344
H (-3.9334, -6.2205, 7.3857)  0.320
H (-4.8359, -4.7655, 6.9769)  0.340
H (-6.1475, -7.0368, 7.6702)  0.465
H (-7.0056, -7.9118, 6.4411)  -0.090
H (-7.2641, -6.1211, 6.6696)  -0.028
C (-10.1084, -11.4778, 8.3503)  -1.104
C (-9.6312, -10.7867, 7.1060)  0.710
O (-10.2468, -9.9053, 6.5446)  -0.479
C (-8.1969, -11.0738, 6.6413)  -1.120
H (-10.1077, -12.5643, 8.2390)  0.333
H (-11.1254, -11.1307, 8.5250)  0.174
H (-9.4426, -11.2624, 9.1857)  0.416
H (-8.0845, -12.1601, 6.6305)  0.432
H (-7.5083, -10.5971, 7.3360)  0.338
H (-8.0747, -10.6699, 5.6409)  0.139
C (-11.9116, -3.7974, 7.7873)  -0.801
C (-10.4547, -3.6396, 8.1857)  0.876
O (-10.1236, -3.8794, 9.3300)  -0.576
C (-9.4002, -3.1171, 7.2324)  -0.793
H (-12.3185, -2.9752, 7.2087)  0.330
H (-12.4375, -3.9084, 8.7385)  0.325
H (-12.0383, -4.7935, 7.3517)  0.040
H (-9.8360, -2.6877, 6.3262)  0.258
H (-8.6736, -3.8552, 6.9053)  -0.043
H (-8.8374, -2.3288, 7.7341)  0.395
C (-11.8126, -8.4248, -0.7609)  -1.369
C (-11.8123, -9.0013, 0.6178)  0.854
O (-10.8166, -8.9410, 1.3177)  -0.456
C (-13.0043, -9.7541, 1.1876)  -0.481
H (-11.0471, -7.6871, -0.9977)  0.274
H (-12.7459, -7.9060, -1.0006)  0.370
H (-11.6784, -9.2242, -1.4950)  0.425
H (-13.2326, -10.6000, 0.5384)  0.419
H (-13.8522, -9.0687, 1.2549)  0.330
H (-12.7514, -10.0942, 2.1855)  -0.234
C (-6.8520, -9.3073, 2.1113)  -1.183
C (-7.0790, -7.8136, 1.9889)  0.676
O (-6.4656, -7.1292, 1.2115)  -0.597
C (-8.0266, -7.1674, 3.0007)  0.118
H (-6.6690, -9.5454, 3.1569)  0.280
H (-5.9870, -9.5417, 1.4939)  0.382
H (-7.7151, -9.8610, 1.7382)  0.242
H (-8.0492, -7.7695, 3.9106)  0.005
H (-9.0013, -7.1811, 2.5115)  -0.349
H (-7.6894, -6.1849, 3.3156)  0.382
C (-12.1796, -13.1741, 5.4889)  -1.180
C (-12.9536, -11.9811, 6.0220)  0.831
O (-13.4203, -11.9586, 7.1352)  -0.559
C (-13.1111, -10.8206, 5.0637)  -0.336
H (-12.5164, -14.0269, 6.0881)  0.356
H (-11.1039, -13.0955, 5.6107)  0.203
H (-12.5530, -13.3829, 4.4861)  0.388
H (-13.0617, -9.9351, 5.6950)  -0.528
H (-14.1043, -10.9106, 4.6102)  0.531
H (-12.4063, -10.7653, 4.2383)  0.191
C (-9.8586, -5.1710, 0.3731)  -0.799
C (-11.3281, -5.0528, 0.5640)  0.585
O (-12.0505, -4.5497, -0.2747)  -0.603
C (-11.9510, -5.5886, 1.8303)  -0.199
H (-9.5557, -4.9289, -0.6433)  0.340
H (-9.5345, -6.2049, 0.5287)  -0.030
H (-9.3439, -4.5299, 1.0913)  0.395
H (-11.5945, -6.5922, 2.0522)  -0.398
H (-13.0341, -5.6314, 1.7350)  0.396
H (-11.7163, -4.9206, 2.6633)  0.358

E: -53812.41545 eV
ΔE to the lowest compared entry with this formula, charge and spin: 0.396 eV
Max |F|: 1.85 eV/A
Frontier orbital gap: 0.3331 Ha

---

3.
Molecular formula: C35H37Br4FeN7O9P
Method: DFT, ωB97M-V/def2-TZVPD

Last column: Mulliken charge in e.
Atoms and positions in Å:
Fe (0.5994, -1.8527, 0.7583)  1.530
C (-1.0360, 3.8794, -5.7433)  -1.065
O (-0.5358, 3.1826, -4.6232)  -0.352
C (-0.3207, 3.8961, -3.4782)  0.874
C (-0.4028, 5.2710, -3.3835)  -0.428
C (-0.1736, 5.9001, -2.1591)  -0.821
C (0.1111, 5.1403, -1.0438)  -1.651
C (0.1789, 3.7517, -1.1310)  0.386
C (-0.0101, 3.1098, -2.3492)  0.031
N (0.0245, 1.7350, -2.5497)  -0.077
C (0.4260, 0.7302, -1.6755)  0.002
N (1.4351, 1.0950, -0.8242)  0.872
C (2.5247, 0.2574, -0.4582)  0.212
C (2.4168, -1.0538, 0.0120)  -1.930
C (3.6420, -1.6907, 0.2996)  0.277
C (4.8702, -1.0710, 0.1828)  -1.242
C (4.9438, 0.2607, -0.2258)  -0.267
C (3.7720, 0.9148, -0.5536)  1.496
O (3.7267, 2.2258, -0.9749)  -0.403
C (4.9491, 2.8976, -1.1625)  -1.072
N (-0.0514, -0.4566, -1.7027)  0.064
C (-0.9081, -0.7966, -2.7707)  -0.112
C (-0.5395, -1.8784, -3.5712)  -0.574
C (-1.2604, -2.2273, -4.6990)  -0.682
C (-2.3834, -1.4905, -5.0549)  -0.571
C (-2.7976, -0.4470, -4.2458)  -0.921
C (-2.0920, -0.1173, -3.0932)  0.666
O (-2.5686, 0.9339, -2.3572)  -0.472
C (-2.6221, 0.7574, -0.9403)  -0.178
H (-1.2230, 3.1299, -6.5076)  0.264
H (-0.3088, 4.6053, -6.1183)  0.345
H (-1.9697, 4.3949, -5.5019)  0.430
H (-0.6433, 5.8638, -4.2547)  0.411
H (-0.2331, 6.9786, -2.0928)  0.387
H (0.2715, 5.6140, -0.0840)  0.485
H (0.3522, 3.1752, -0.2310)  0.180
H (-0.5052, 1.4127, -3.3455)  0.616
H (1.7671, 2.0284, -1.0120)  0.613
H (3.6163, -2.7068, 0.6751)  0.410
H (5.7822, -1.6020, 0.4309)  0.370
H (5.9013, 0.7576, -0.2985)  0.413
H (4.7000, 3.8843, -1.5456)  0.254
H (5.5827, 2.3751, -1.8849)  0.391
H (5.4957, 3.0055, -0.2206)  0.359
H (0.3454, -2.4286, -3.2779)  0.409
H (-0.9476, -3.0723, -5.2989)  0.399
H (-2.9501, -1.7442, -5.9419)  0.388
H (-3.6897, 0.1242, -4.4715)  0.437
H (-3.6391, 0.9984, -0.6239)  0.323
H (-1.9218, 1.4487, -0.4636)  -0.020
H (-2.3822, -0.2655, -0.6501)  0.163
Br (-4.8516, -6.3833, -0.0195)  -0.214
C (-3.1889, -5.7102, 0.5853)  -0.189
C (-2.5210, -6.3435, 1.6214)  0.287
Br (-3.2214, -7.9025, 2.4299)  -0.203
C (-1.2989, -5.8067, 2.0558)  0.268
Br (-0.2880, -6.6921, 3.3934)  -0.185
C (-0.7760, -4.6666, 1.4837)  0.082
O (0.3874, -4.0742, 1.8452)  -0.522
C (-1.4084, -4.0318, 0.3778)  -0.021
O (-0.8553, -3.0178, -0.1824)  -0.774
C (-2.6391, -4.5841, -0.0275)  -0.250
Br (-3.5271, -3.6737, -1.4184)  -0.093
N (2.4940, 0.6758, 2.7189)  0.469
C (2.1583, 0.3059, 4.1198)  -0.794
P (2.0110, -1.5408, 4.1950)  0.879
O (3.0266, -2.0729, 5.1433)  -0.885
O (1.9901, -1.9611, 2.7396)  -0.757
C (0.3499, -1.8583, 4.8758)  -0.053
N (0.2118, -3.3184, 4.8369)  -0.483
H (3.4708, 0.9221, 2.5859)  0.463
H (1.8725, 1.4276, 2.3436)  0.069
H (2.3304, -0.1679, 2.1316)  -0.606
H (1.2207, 0.7889, 4.3898)  0.222
H (2.9408, 0.6342, 4.7996)  0.547
H (-0.3929, -1.4112, 4.2169)  -0.226
H (0.2535, -1.4357, 5.8834)  0.447
H (0.4897, -4.0221, 2.8272)  -0.013
H (-0.6325, -3.6379, 5.2933)  0.202
H (1.0008, -3.7447, 5.3144)  0.225
C (-3.6608, -0.3881, 2.6534)  -1.005
N (-2.5285, 0.4809, 2.3722)  0.429
C (-2.6383, 1.8391, 2.3595)  -0.248
C (-1.5794, 2.6176, 2.0920)  -0.976
C (-0.2853, 1.9830, 1.8727)  0.806
O (0.7435, 2.6848, 1.7661)  -0.928
N (-0.2253, 0.6276, 1.8032)  0.932
C (-1.3195, -0.1178, 2.0179)  -0.833
O (-1.3255, -1.3552, 1.8940)  -0.467
H (-4.4635, 0.2140, 3.0757)  0.396
H (-3.3653, -1.1589, 3.3617)  0.241
H (-4.0085, -0.8868, 1.7487)  0.291
H (-3.6225, 2.2345, 2.5760)  0.379
H (-1.6470, 3.6942, 2.0846)  0.471

E: -389605.34528 eV
ΔE to the lowest compared entry with this formula, charge and spin: 0.000 eV
Charge: -1
Max |F|: 0.75 eV/A
Frontier orbital gap (alpha / beta): 0.2624 / 0.2637 Ha
⟨S²⟩: 6.0085
Multiplicity: 5

---

4.
Molecular formula: H20O10
Method: DFT, ωB97M-V/def2-TZVPD

Last column: Mulliken charge in e.
Atoms and positions in Å:
O (-29.1841, -15.9597, 4.0743)  -0.778
H (-29.5997, -16.1375, 4.9180)  0.322
H (-28.4478, -15.3858, 4.2856)  0.336
O (-28.3556, -12.2696, 7.5588)  0.309
H (-28.2331, -12.9658, 8.2043)  -0.104
H (-29.3044, -12.2095, 7.4477)  0.064
O (-22.9686, -13.4149, 7.8048)  -0.699
H (-23.8750, -13.2283, 8.0492)  0.236
H (-22.9981, -13.5480, 6.8573)  0.506
O (-26.3212, -15.6719, 4.2470)  -0.627
H (-26.2351, -14.8635, 4.7523)  0.303
H (-26.3623, -15.3820, 3.3357)  0.356
O (-25.5316, -13.2686, 8.9220)  -1.052
H (-25.2973, -12.7047, 9.6591)  0.340
H (-26.4560, -13.4743, 9.0615)  0.271
O (-25.6758, -13.3672, 5.9157)  -0.840
H (-26.5236, -13.4292, 5.4758)  0.419
H (-25.6910, -12.5126, 6.3467)  0.180
O (-26.0897, -10.7122, 6.7057)  -1.029
H (-26.8813, -11.1585, 7.0062)  0.112
H (-26.4017, -10.0794, 6.0588)  0.354
O (-23.2401, -14.1145, 5.1572)  -0.721
H (-23.0830, -14.2384, 4.2211)  0.301
H (-24.1865, -13.9895, 5.2272)  0.530
O (-23.3606, -10.1784, 7.2614)  -0.671
H (-23.2934, -10.6166, 8.1098)  0.306
H (-24.2819, -10.2677, 7.0176)  0.337
O (-28.1348, -13.3315, 4.5735)  -0.489
H (-27.6990, -12.7024, 3.9987)  0.255
H (-28.9369, -12.8883, 4.8500)  0.173

E: -20799.93234 eV
ΔE to the lowest compared entry with this formula, charge and spin: 0.459 eV
Charge: -1
Max |F|: 1.37 eV/A
Frontier orbital gap (alpha / beta): 0.1245 / 0.3693 Ha
⟨S²⟩: 0.7504
Multiplicity: 2

---

5.
Molecular formula: C3H5NO2S
Method: DFT, ωB97M-V/def2-TZVPD

Last column: Mulliken charge in e.
Atoms and positions in Å:
O (1.8323, 1.3183, 0.1869)  -0.418
N (2.3839, 0.3083, -0.0600)  0.806
O (3.4956, -0.0346, -0.3517)  -0.532
S (1.1260, -1.2549, 0.1143)  -0.076
C (-0.2483, -0.3163, 0.6637)  -0.065
C (-0.8933, 0.7022, -0.2735)  -0.456
C (-1.4826, -0.7193, -0.1500)  -0.657
H (-0.4872, -0.1000, 1.6483)  0.406
H (-0.4286, 0.9323, -1.2368)  0.202
H (-1.4015, 1.6029, 0.0733)  0.249
H (-2.4787, -0.8670, 0.1984)  0.271
H (-1.4175, -1.5719, -0.8130)  0.269

E: -19607.47209 eV
ΔE to the lowest compared entry with this formula, charge and spin: 5.039 eV
Max |F|: 4.06 eV/A
Frontier orbital gap: 0.3529 Ha

---

6.
Molecular formula: C23H43FeN2O2P3
Method: DFT, ωB97M-V/def2-TZVPD

Last column: Mulliken charge in e.
Atoms and positions in Å:
Fe (0.4437, -0.0452, 0.4163)  -0.496
P (2.0670, -1.1886, 2.1239)  0.599
P (1.6690, 1.8197, -0.0421)  1.445
P (-0.4787, -2.0407, 0.1211)  1.410
H (0.2909, 2.2018, -6.7746)  0.312
C (-0.6766, 1.7303, -6.6162)  -0.249
C (-1.7113, 2.3865, -6.0820)  -0.087
H (-1.6347, 3.4279, -5.7543)  0.301
C (3.4432, -2.0936, 1.2945)  -1.191
C (2.9738, -0.0519, 3.2565)  -1.428
C (1.5453, -2.4651, 3.3564)  -1.258
C (1.5113, 3.0942, -1.3183)  -1.258
C (1.6405, 2.8047, 1.4894)  -1.453
C (3.3497, 1.2053, -0.2404)  -1.277
C (-1.7880, -1.7518, -1.1021)  -1.105
C (-1.3611, -3.0131, 1.3923)  -1.351
C (0.6482, -3.2298, -0.6673)  -1.641
H (-0.7988, 0.7009, -6.9639)  0.343
H (-2.7016, 1.9208, -6.0295)  0.344
H (4.1196, -2.5290, 2.0434)  0.482
H (4.0040, -1.4123, 0.6474)  0.306
H (3.0375, -2.8925, 0.6647)  0.334
H (3.7325, -0.6094, 3.8262)  0.486
H (2.2572, 0.3880, 3.9614)  0.365
H (3.4665, 0.7663, 2.7225)  0.410
H (2.4325, -2.8973, 3.8450)  0.526
H (0.9769, -3.2624, 2.8618)  0.278
H (0.9014, -2.0403, 4.1369)  0.420
H (1.9330, 4.0268, -0.9144)  0.523
H (0.4559, 3.2020, -1.6047)  0.341
H (2.0718, 2.7614, -2.2009)  0.457
H (2.4809, 3.5079, 1.4073)  0.565
H (1.7604, 2.1730, 2.3776)  0.212
H (0.6917, 3.3545, 1.5444)  0.395
H (3.9633, 2.0712, -0.5082)  0.528
H (3.3759, 0.4568, -1.0372)  0.358
H (3.7196, 0.7576, 0.6837)  0.205
H (-2.6738, -2.3325, -0.8192)  0.598
H (-1.4463, -2.0442, -2.1019)  0.128
H (-2.0527, -0.6879, -1.1180)  0.156
H (-2.3254, -3.3007, 0.9553)  0.483
H (-1.5416, -2.4223, 2.2974)  0.333
H (-0.7918, -3.9174, 1.6402)  0.418
H (0.0896, -3.7489, -1.4524)  0.505
H (1.0192, -3.9502, 0.0682)  0.419
H (1.4960, -2.6987, -1.1125)  0.416
C (-1.1962, 1.0692, -3.2493)  0.847
C (0.0553, 0.3821, -3.4997)  -0.021
C (0.1177, -0.7519, -4.2911)  -0.559
C (-1.0353, -1.2989, -4.8600)  -0.718
C (-2.2651, -0.6774, -4.6249)  -0.290
C (-2.3695, 0.4209, -3.8058)  -0.687
O (-1.2764, 2.1561, -2.5959)  -0.714
H (0.2049, 1.2830, -0.7218)  0.036
H (0.9535, 0.8501, -3.0921)  0.351
H (1.0949, -1.2175, -4.4735)  0.484
H (-0.9726, -2.1554, -5.5332)  0.450
H (-3.1699, -1.0666, -5.1097)  0.460
H (-3.3082, 0.9504, -3.6734)  0.551
N (-2.9922, 0.1042, 6.0450)  -0.369
C (-2.1709, -0.3772, 5.0597)  0.399
O (-1.6669, -1.5011, 5.1205)  -0.577
C (-1.9472, 0.4957, 3.8742)  0.115
C (-2.6818, 1.6566, 3.5810)  -0.444
C (-2.5216, 2.2295, 2.3308)  -1.134
C (-1.6779, 1.6503, 1.3727)  -0.615
N (-0.8971, 0.5954, 1.6894)  0.864
C (-1.0343, 0.0283, 2.9268)  -0.019
H (-3.1313, -0.4584, 6.8702)  0.270
H (-3.2608, 1.0695, 6.1167)  0.150
H (-3.3647, 2.0862, 4.3206)  0.327
H (-3.0553, 3.1319, 2.0617)  0.507
H (-1.6222, 2.0438, 0.3595)  0.566
H (-0.3945, -0.8308, 3.1277)  0.162

E: -93847.94113 eV
ΔE to the lowest compared entry with this formula, charge and spin: 1.515 eV
Charge: +3
Max |F|: 4.27 eV/A
Frontier orbital gap (alpha / beta): 0.2551 / 0.0929 Ha
⟨S²⟩: 8.8955
Multiplicity: 6

---

- The highest max |F| belongs to which entry?
  C4H16N2O

---

- Number 1 is which compound?
  C4H16N2O

---

Copy entry 5 word for word.
Molecular formula: C3H5NO2S
Method: DFT, ωB97M-V/def2-TZVPD

Last column: Mulliken charge in e.
Atoms and positions in Å:
O (1.8323, 1.3183, 0.1869)  -0.418
N (2.3839, 0.3083, -0.0600)  0.806
O (3.4956, -0.0346, -0.3517)  -0.532
S (1.1260, -1.2549, 0.1143)  -0.076
C (-0.2483, -0.3163, 0.6637)  -0.065
C (-0.8933, 0.7022, -0.2735)  -0.456
C (-1.4826, -0.7193, -0.1500)  -0.657
H (-0.4872, -0.1000, 1.6483)  0.406
H (-0.4286, 0.9323, -1.2368)  0.202
H (-1.4015, 1.6029, 0.0733)  0.249
H (-2.4787, -0.8670, 0.1984)  0.271
H (-1.4175, -1.5719, -0.8130)  0.269

E: -19607.47209 eV
ΔE to the lowest compared entry with this formula, charge and spin: 5.039 eV
Max |F|: 4.06 eV/A
Frontier orbital gap: 0.3529 Ha

---

- E of number 1 (C4H16N2O)?
  -9416.59219 eV